1.
The following is a DFT calculation (the ωB97M-V functional and the def2-TZVPD basis) of C4H9N3S in the gas phase at a distorted geometry.

Each line ends with the Löwdin charge.
Cartesian coordinates (Å):
H1 -1.157 -3.413 0.087  0.0459
N1 -0.128 -3.147 0.078  0.0748
C1 0.029 -1.906 0.393  -0.2921
N2 -0.935 -0.915 0.568  -0.1995
C2 -2.292 -1.339 0.808  -0.0777
N3 -0.606 0.279 1.274  0.0596
C3 0.287 1.022 0.789  -0.2000
C4 1.020 0.849 -0.581  -0.5462
S1 1.253 2.417 -1.504  0.6917
H2 1.061 -1.559 0.448  0.1063
H3 -2.896 -0.494 1.158  0.0846
H4 -2.751 -1.754 -0.097  0.0873
H5 -2.330 -2.063 1.632  0.0886
H6 0.627 1.868 1.413  0.1115
H7 0.483 0.172 -1.257  0.0629
H8 1.987 0.439 -0.360  0.0535
H9 2.338 2.856 -0.851  -0.1514

Forces on the atoms, in the same order (eV/Å):
H 1.5 0.4 -0.2
N -1.6 0.9 0.7
C 0.1 -0.7 -0.7
N 0.3 0.3 -0.1
C -0.6 0.0 0.5
N -0.3 -0.9 0.4
C 1.2 0.3 -1.5
C -0.8 0.5 0.9
S -0.2 -0.2 0.3
H -0.2 0.2 0.1
H 0.3 0.0 -0.4
H 0.2 0.1 0.2
H 0.0 -0.2 -0.2
H -0.5 -0.3 -0.4
H 0.1 0.2 0.3
H 0.5 -0.3 -0.2
H 0.0 -0.1 0.0

Results
Lowest unoccupied orbital energy   0.701 eV
Structure (SMILES)   [H]/N=C\N(C)/N=C\CS
Net charge   0
Relative energy (zero: lowest compared OMol25 entry of this formula, charge and spin)   207.5 kJ/mol
Orbital gap   9.46 eV

***

2.
The following is a DFT calculation (the ωB97M-V functional and the def2-TZVPD basis) of C4H9N3S in the gas phase at a distorted geometry.

Each line ends with the Löwdin charge.
Cartesian coordinates (Å):
C1 -3.497 0.351 -0.713  -0.1211
N1 -2.171 0.314 -0.248  -0.1535
N2 -1.836 -0.812 0.393  0.0410
C2 -0.612 -1.051 0.618  -0.2172
N3 0.440 -0.161 0.356  -0.1998
C3 0.423 1.257 0.932  -0.0472
C4 1.587 -0.660 -0.244  -0.6791
S1 3.014 0.140 -0.477  0.5848
H1 -3.603 -0.256 -1.624  0.0746
H2 -3.752 1.407 -0.983  0.0912
H3 -4.189 -0.025 0.067  0.0891
H4 -1.444 0.844 -0.695  0.1158
H5 -0.329 -1.971 1.117  0.1183
H6 0.575 1.989 0.136  0.0776
H7 -0.552 1.394 1.416  0.0819
H8 1.203 1.314 1.690  0.0764
H9 1.436 -1.700 -0.559  0.0671

Forces on the atoms, in the same order (eV/Å):
C -1.4 0.7 -0.9
N 0.7 0.1 1.3
N 0.2 -0.3 -0.3
C 0.0 -0.3 0.7
N 1.9 1.3 -0.7
C -0.3 -1.7 -0.2
C -0.7 0.9 0.6
S -0.9 -0.4 0.1
H -0.3 0.0 0.1
H 0.0 -0.8 0.3
H 0.4 0.3 -0.5
H 0.1 0.0 -0.3
H -0.2 -0.1 0.0
H 0.1 -0.1 0.2
H 0.3 0.0 -0.2
H 0.1 0.1 -0.2
H 0.1 0.2 0.1

Results
Lowest unoccupied orbital energy   0.468 eV
Structure (SMILES)   CN/N=C\N(C)C=S
Net charge   0
Relative energy (zero: lowest compared OMol25 entry of this formula, charge and spin)   183.8 kJ/mol
Orbital gap   8.82 eV